(1)
Here is the molecule C3H7N3O2 from OMol25. Energies are from ωB97M-V/def2-TZVPD.

Electronic energy ... -433.12409 Eh
SMILES ... NN(O)[C@@]1(N)CC1=O
Kohn-Sham gap ... 0.3648 hartree
Largest force on an atom ... 0.0156 Eh/bohr

XYZ file:
```
15
C3H7N3O2 | OMol25 | ωB97M-V/def2-TZVPD
H -0.14 -1.21 -1.78
H 1.30 1.55 1.08
C 0.43 -0.08 -0.20
H 2.10 1.38 -0.54
O 2.34 -1.42 0.88
H -1.08 -1.85 1.43
N -1.65 0.90 0.31
O -1.35 -1.40 0.62
H -2.33 1.00 1.05
H -0.26 0.42 -2.04
C 1.68 -0.52 0.46
H -2.13 0.70 -0.57
N -0.73 -0.07 0.67
C 1.52 0.91 0.24
N 0.29 -0.31 -1.60
```

(2)
Here is a structure of composition C29H46BrN3P2PtS from OMol25. Energies are from ωB97M-V/def2-TZVPD.

2S+1 ... 5
Electronic energy ... -5069.43189 Eh
Total charge ... +4
Kohn-Sham gap (spin up / spin down) ... 0.2706 / 0.1841 hartree
Largest force on an atom ... 0.0806 Eh/bohr

XYZ file:
```
83
C29H46BrN3P2PtS | OMol25 | ωB97M-V/def2-TZVPD
H -1.17 -4.29 0.69
C -3.87 2.23 -2.28
N -0.61 -0.19 4.98
H 5.07 -0.94 -1.72
C 4.13 -1.38 -2.05
H -4.64 -1.20 -0.76
C -0.16 2.87 -0.06
H 4.16 -2.46 -1.83
H 5.90 -1.36 2.07
H -2.74 2.15 -0.41
H 0.86 -0.66 6.48
H -0.74 -3.86 -1.96
H 3.34 2.38 0.51
C 2.90 -0.69 -1.44
H -2.40 -1.17 4.64
H -5.50 -2.75 -0.92
H -5.08 2.05 -5.45
N 0.16 1.75 4.40
P -1.84 -1.99 -0.98
C -1.38 -2.10 0.78
H -4.55 -2.41 0.54
C -3.38 -2.93 -1.22
C 2.25 2.61 0.00
C -0.42 -2.15 -3.34
C 0.52 0.04 5.74
C -4.75 3.23 -1.82
H -1.10 2.94 0.50
H 6.17 0.82 -0.22
H 1.86 1.81 5.73
C 4.85 -1.22 2.35
H -1.13 -2.60 -4.05
H 1.05 3.40 1.64
H -0.87 -3.56 2.28
H -3.39 0.95 -3.97
C -5.65 3.80 -2.73
C -1.35 1.98 -2.13
H 4.10 -1.29 -3.15
H -2.52 -3.73 1.69
Br 1.77 0.58 1.87
H -0.35 -1.72 0.84
C -1.40 -1.40 5.00
S -1.94 0.88 2.85
H 4.58 1.32 1.52
H 2.02 -1.36 -1.46
C 1.07 2.44 -2.10
H -1.97 -1.36 1.34
H 0.39 -2.63 -1.37
C 5.34 1.50 -0.46
P 3.14 -0.15 0.26
H 0.60 -2.31 -3.71
C -4.97 2.38 -4.42
H -3.19 -3.94 -0.82
N -5.75 3.37 -3.99
H 4.72 -0.21 2.75
H -0.95 -2.18 4.37
H -6.30 4.62 -2.42
Pt -1.73 0.08 -1.68
C 4.20 1.32 0.50
C -0.15 2.48 -1.40
C 1.06 3.03 0.62
H 3.20 2.47 -1.94
C -1.50 -3.50 1.38
H 5.74 2.52 -0.35
H -1.36 2.14 -3.22
H 4.65 -1.93 3.16
C -4.01 1.76 -3.59
H -0.60 -1.06 -3.31
C 3.94 -1.55 1.15
H -4.70 3.61 -0.80
C 2.26 2.54 -1.39
H 2.61 0.18 -2.03
H -1.45 -1.77 6.04
C 1.01 1.27 5.38
C -0.83 0.84 4.09
H 0.29 2.62 3.90
C -4.58 -2.28 -0.55
H -3.52 -3.01 -2.31
H 3.12 -2.20 1.48
H 5.09 1.35 -1.53
H 4.50 -2.11 0.39
H 1.04 2.23 -3.17
C -0.53 -2.78 -1.95
C -2.67 1.84 -1.46
```

(3)
Here is a structure of composition C3H10NO4 from OMol25. Energies are from ωB97M-V/def2-TZVPD.

2S+1 ... 2
Electronic energy ... -475.75855 Eh
Kohn-Sham gap (spin up / spin down) ... 0.3378 / 0.2139 hartree
Largest force on an atom ... 0.1483 Eh/bohr

XYZ file:
```
18
C3H10NO4 | OMol25 | ωB97M-V/def2-TZVPD
H 1.92 0.94 -0.47
O -1.71 -2.58 -0.26
H -0.41 -0.84 1.87
C -0.82 0.02 1.30
H -1.14 2.00 -1.96
H 0.86 -0.61 -0.99
C 2.66 0.07 0.10
O -1.60 -0.25 0.13
O 3.56 -0.45 -0.73
H 2.73 0.07 1.18
H -1.66 -1.60 -0.11
H -1.51 -2.67 -1.25
N 0.35 0.66 0.80
H -1.47 0.60 1.98
O -1.55 2.11 -1.06
C 1.21 -0.14 -0.09
H -1.61 1.14 -0.75
H 0.19 1.52 0.30
```

(4)
Here is a structure of composition C16H14BeBr2N2O3 from OMol25. Energies are from ωB97M-V/def2-TZVPD.

Electronic energy ... -6116.23417 Eh
Kohn-Sham gap ... 0.2896 hartree
Largest force on an atom ... 0.0314 Eh/bohr

XYZ file:
```
38
C16H14BeBr2N2O3 | OMol25 | ωB97M-V/def2-TZVPD
C -1.23 4.27 1.37
H 2.88 -2.54 -4.31
H 3.04 -2.68 -0.25
C -3.37 3.68 3.04
C -0.84 1.84 1.00
O 0.22 -4.22 -1.13
N 0.30 0.87 -0.54
Br 1.84 -2.87 1.93
O -0.11 -1.60 -0.15
Br 3.41 -0.38 0.65
H -0.40 4.47 0.71
H -0.88 -3.75 0.58
C 2.23 -2.32 -3.48
C 0.58 -1.79 -1.26
C -1.98 5.29 1.93
C -1.55 2.94 1.65
C -1.02 -4.10 -0.45
H 1.79 -4.39 -3.08
H -1.43 -5.11 -0.43
H 1.38 1.44 -2.22
N -0.09 2.07 -0.05
C 1.99 -1.02 -3.10
H -3.65 5.79 3.18
H -4.20 3.44 3.68
C -2.61 2.65 2.50
O -1.07 0.63 1.42
C 3.25 -2.31 0.75
H 4.19 -2.70 1.14
C 1.18 -0.73 -1.99
H 2.45 -0.21 -3.64
C 0.77 -3.12 -1.72
H -2.84 1.62 2.71
C 1.62 -3.37 -2.79
H -1.71 -3.43 -0.97
C 0.97 0.64 -1.61
Be -0.34 -0.28 0.45
H -1.74 6.32 1.71
C -3.06 4.99 2.75
```

(5)
Here is the ion C5H10N3O with charge +1 from OMol25. Energies are from ωB97M-V/def2-TZVPD.

Electronic energy ... -435.50121 Eh
Total charge ... +1
Kohn-Sham gap ... 0.2341 hartree
Largest force on an atom ... 0.0802 Eh/bohr

XYZ file:
```
19
C5H10N3O | OMol25 | ωB97M-V/def2-TZVPD
N 0.26 -1.09 0.32
C 2.21 -0.75 -1.13
H 3.25 -0.34 -1.08
N 1.91 0.28 1.11
H -2.02 -1.99 1.06
H -1.63 -0.71 2.28
C -0.85 -0.30 0.44
O 2.92 0.88 0.95
H -1.11 2.91 -0.16
C -1.99 -0.87 1.23
H 2.40 -1.85 -1.08
C -1.41 2.01 -0.69
H -2.53 2.13 -0.97
N 1.46 -0.52 0.10
H 1.60 -0.16 -1.95
H 0.30 -2.01 0.56
C -1.09 0.74 -0.22
H -0.80 2.18 -1.54
H -2.89 -0.52 0.77
```

(6)
Here is a cluster of 2 separate species, C3H7NOS in total from OMol25. Energies are from ωB97M-V/def2-TZVPD.

Electronic energy ... -646.45988 Eh
Kohn-Sham gap (spin up / spin down) ... 0.3155 / 0.2808 hartree
Largest force on an atom ... 0.0605 Eh/bohr

XYZ file:
```
13
C3H7NOS | OMol25 | ωB97M-V/def2-TZVPD
H 0.79 -0.23 -0.74
H -0.83 -1.06 0.71
S 1.02 2.22 -0.65
O -1.12 0.74 -0.97
C 0.10 -0.72 1.23
H -0.13 -0.01 2.05
H 2.17 -0.84 1.42
H -0.19 2.78 -0.94
H 1.43 -2.12 0.26
N -1.88 -0.29 -1.16
C 0.19 0.65 -0.86
C 1.28 -1.23 0.97
H -2.82 0.12 -1.32
```